[1]
{
  "formula": "C28H29NOP2Pb",
  "method": "the ωB97M-V functional and the def2-TZVPD basis",
  "species": ["C", "C", "C", "C", "C", "C", "C", "C", "C", "C", "C", "C", "C", "H", "H", "H", "H", "H", "H", "H", "N", "Pb", "C", "H", "H", "C", "H", "H", "P", "P", "C", "H", "H", "H", "C", "H", "H", "H", "C", "H", "H", "H", "C", "H", "H", "H", "C", "O", "H", "C", "C", "C", "C", "C", "C", "C", "C", "H", "H", "H", "H", "H"],
  "coordinates": [[-1.66686, 2.88330, -3.63726], [-1.27825, 1.74655, -2.93562], [0.10542, 1.51932, -2.72328], [1.06001, 2.39835, -3.21814], [0.64242, 3.52003, -3.95573], [-0.71636, 3.77165, -4.15277], [2.51431, 2.11562, -2.90795], [2.76950, 0.62822, -2.95223], [1.77081, -0.21080, -2.46141], [1.93768, -1.61316, -2.40887], [3.14628, -2.14981, -2.83043], [4.16555, -1.32895, -3.32859], [3.97077, 0.05282, -3.40392], [-2.73395, 3.06466, -3.79984], [1.39497, 4.19857, -4.36418], [-1.04302, 4.65460, -4.71363], [3.18119, 2.66050, -3.57926], [3.28590, -3.23479, -2.79206], [5.10814, -1.77413, -3.66484], [4.75646, 0.70005, -3.80130], [0.56788, 0.37743, -2.10257], [0.03188, 0.11832, -0.04843], [-2.30802, 0.75007, -2.42146], [-2.08199, -0.26468, -2.78462], [-3.31850, 1.03165, -2.75840], [0.77312, -2.49597, -1.98008], [-0.10490, -2.28240, -2.61356], [1.03606, -3.55383, -2.08323], [-2.31720, 0.69103, -0.58733], [0.20268, -2.35002, -0.27116], [1.38862, -3.04452, 0.82487], [1.05094, -2.99366, 1.87312], [1.50019, -4.09954, 0.52972], [2.35809, -2.53275, 0.74664], [-1.31792, -3.23508, -0.12585], [-1.05668, -4.30133, -0.21902], [-1.80687, -3.06817, 0.84515], [-2.02152, -2.96752, -0.92611], [-2.70812, 2.36043, -0.06502], [-3.59480, 2.71487, -0.61829], [-2.93250, 2.37336, 1.01490], [-1.87403, 3.04795, -0.25543], [-3.68658, -0.33251, -0.08350], [-3.67172, -0.49231, 1.00542], [-4.62610, 0.17999, -0.35485], [-3.66155, -1.31358, -0.57616], [-0.35486, -0.15739, 1.90625], [-0.58242, -0.26570, 3.07917], [2.71586, 2.46263, -1.87616], [1.14034, 1.79148, 0.07969], [1.80501, 2.42088, 0.95719], [2.32670, 2.78466, 2.17153], [1.68472, 3.74907, 2.98807], [2.13064, 3.97504, 4.27332], [3.21313, 3.25951, 4.79111], [3.84905, 2.29924, 3.99765], [3.41950, 2.06014, 2.70909], [0.81107, 4.27862, 2.59369], [1.62246, 4.71474, 4.90629], [3.55358, 3.43350, 5.81702], [4.68662, 1.72238, 4.40904], [3.88846, 1.28088, 2.10222]],
  "forces_ev_per_angstrom": [[-0.1, 0.2, 0.0], [0.4, 0.0, 0.3], [0.1, 0.1, -0.5], [-0.1, 1.2, -0.6], [0.0, -0.3, 0.2], [0.0, 0.0, 0.0], [-0.2, -0.1, 0.2], [1.1, -0.5, -0.2], [0.1, 0.3, -0.5], [-0.1, 0.5, 0.4], [0.4, -0.2, 0.0], [-0.1, 0.0, 0.0], [-0.4, 0.1, 0.2], [0.4, 0.0, 0.0], [-0.3, -0.2, 0.1], [0.2, -0.4, 0.2], [-0.1, -0.1, 0.0], [0.0, 0.4, -0.1], [-0.4, 0.2, 0.1], [-0.2, -0.2, 0.1], [-1.5, -2.2, -1.0], [1.0, 0.4, -6.6], [0.5, 0.0, -0.2], [-0.1, 0.2, 0.0], [0.2, -0.1, 0.2], [0.2, 0.0, -0.5], [0.2, -0.1, 0.2], [0.0, 0.0, -0.2], [-1.6, 1.1, -1.4], [0.8, -0.1, -1.1], [0.6, -0.6, 0.8], [0.1, -0.1, -0.3], [0.2, 0.2, 0.3], [-0.2, -0.2, -0.1], [-0.9, -0.5, 0.2], [-0.3, 0.2, 0.0], [0.2, -0.2, -0.2], [0.3, -0.1, 0.2], [-0.1, 0.5, 0.5], [0.3, -0.2, 0.2], [0.0, 0.0, -0.4], [-0.1, -0.2, -0.1], [-0.5, -0.6, 0.5], [-0.1, 0.1, -0.3], [0.4, -0.2, 0.1], [0.0, 0.3, 0.1], [-2.9, -1.3, 15.4], [1.6, 0.7, -8.0], [0.0, 0.0, -0.4], [3.3, 4.3, 3.7], [-3.4, -3.5, -3.3], [1.3, 1.1, 2.4], [-0.1, -0.2, -0.6], [0.0, 0.3, 0.7], [0.0, -0.1, -0.1], [0.3, -0.1, 0.5], [-0.2, 0.0, -0.5], [0.4, -0.1, 0.1], [0.2, -0.4, -0.4], [-0.1, 0.0, -0.5], [-0.4, 0.3, -0.2], [-0.1, 0.4, 0.2]],
  "charge": 2,
  "gap_ev": [4.432, 4.431],
  "homo_energy_ha": [-0.4547, -0.4547]
}

---

[2]
{
  "formula": "C38H30Cl2IN7O8S3Ti",
  "method": "the ωB97M-V functional and the def2-TZVPD basis",
  "species": ["Ti", "C", "C", "N", "N", "C", "S", "S", "C", "C", "C", "C", "C", "C", "C", "C", "C", "C", "C", "C", "C", "O", "H", "H", "H", "H", "H", "H", "H", "H", "H", "H", "H", "H", "H", "H", "C", "C", "C", "C", "C", "C", "C", "C", "C", "S", "C", "N", "H", "H", "H", "H", "H", "H", "H", "H", "Cl", "C", "Cl", "H", "H", "O", "N", "O", "C", "C", "C", "C", "O", "C", "C", "N", "O", "O", "N", "O", "O", "H", "H", "I", "C", "C", "C", "C", "C", "N", "H", "H", "H", "H"],
  "coordinates": [[-0.13704, 0.65921, -0.41496], [-3.05884, 2.42628, 2.20173], [-2.43408, 1.51891, 1.16342], [-1.42894, 2.02609, 0.40721], [-1.11349, 3.36058, 0.60552], [-0.13784, 3.78807, -0.10448], [0.78420, 2.83934, -1.26032], [0.28842, 5.50522, 0.16593], [2.02251, 5.31213, 0.64756], [2.28820, 5.07269, 2.12314], [1.36681, 4.43698, 2.95055], [1.65756, 4.22279, 4.29297], [2.87202, 4.63539, 4.83100], [3.80485, 5.25727, 4.00921], [3.50915, 5.47201, 2.66656], [-2.91731, 0.21073, 0.95720], [-3.91343, -0.24024, 1.92774], [-4.77753, -1.27350, 2.02591], [-3.57883, -2.76712, 0.41485], [-3.03676, -1.78179, -0.56089], [-2.53357, -0.58812, -0.23409], [-1.64616, 0.00389, -1.11545], [-2.72184, 3.44131, 2.04711], [-4.14628, 2.39398, 2.15039], [-2.74169, 2.11325, 3.20123], [2.39528, 4.47206, 0.05784], [2.53505, 6.21531, 0.31579], [0.42443, 4.09174, 2.53962], [0.93124, 3.71474, 4.91727], [3.09349, 4.46414, 5.87844], [4.76166, 5.57370, 4.40990], [4.24334, 5.95095, 2.02377], [-3.96528, 0.40517, 2.79277], [-5.42875, -1.31410, 2.89196], [-3.68520, -3.74254, -0.05879], [-2.89275, -2.11915, -1.57954], [0.72784, -4.07678, 0.94384], [1.64788, -3.27578, 1.82129], [2.55288, -3.96026, 2.68557], [3.43436, -3.24476, 3.42192], [3.41335, -1.82658, 3.36394], [4.32761, -1.03376, 4.09709], [4.23388, 0.32655, 4.02857], [3.21687, 0.93629, 3.25955], [2.30105, 0.20227, 2.52658], [1.00354, 1.09396, 1.72915], [2.43313, -1.22875, 2.53980], [1.60589, -1.97530, 1.74526], [0.27068, -4.89025, 1.51371], [1.28360, -4.52463, 0.11057], [-0.05485, -3.43222, 0.55271], [2.52265, -5.04246, 2.73372], [4.15202, -3.73459, 4.07297], [5.08461, -1.52108, 4.70399], [4.92819, 0.95296, 4.57906], [3.12883, 2.01870, 3.24358], [0.42109, -5.06510, -3.61687], [0.91020, -3.39093, -3.21687], [-0.24244, -2.56036, -2.21901], [1.00974, -2.84843, -4.14833], [1.85256, -3.44589, -2.68717], [-5.77497, -6.82455, 2.83081], [-6.18235, -5.76576, 2.37247], [-7.36375, -5.57463, 2.13157], [-5.21514, -4.66647, 2.08898], [-3.93764, -4.91857, 2.55529], [-2.81358, -4.10434, 2.50303], [-2.54866, -2.97528, 1.59754], [-1.52833, -2.33296, 1.62272], [-4.99814, -2.35699, 1.00836], [-5.76809, -3.54667, 1.47980], [-5.90333, -1.67764, -0.13667], [-6.97328, -2.19447, -0.42926], [-5.50743, -0.65980, -0.63945], [-1.72475, -4.55705, 3.36748], [-0.89349, -3.76027, 3.75921], [-1.67670, -5.75585, 3.68111], [-3.82291, -5.82596, 3.12448], [-6.81892, -3.56507, 1.26748], [-0.40262, 0.77917, -3.93191], [1.40874, 0.32607, -2.96090], [2.55984, 0.37680, -3.73288], [3.77459, 0.12604, -3.12746], [3.79030, -0.16721, -1.79214], [2.59361, -0.21629, -1.08177], [1.40652, 0.01829, -1.65767], [2.48563, 0.62382, -4.78206], [4.69369, 0.16944, -3.70215], [4.71590, -0.36832, -1.26779], [2.56807, -0.48956, -0.03698]],
  "forces_ev_per_angstrom": [[0.1, 1.8, 0.8], [0.0, -0.1, 0.0], [0.0, 0.1, -0.4], [-0.3, 0.5, 0.9], [0.0, -0.4, -0.1], [0.1, 0.0, 0.0], [-0.4, 0.2, 0.3], [-0.1, -0.1, -0.1], [0.0, -0.1, 0.2], [0.0, 0.1, -0.1], [0.0, 0.0, 0.0], [0.0, 0.0, 0.0], [0.0, 0.0, -0.1], [-0.1, 0.0, -0.1], [0.0, 0.0, 0.1], [0.1, 0.1, 0.0], [0.2, 0.0, -0.2], [-0.1, 0.1, -0.4], [-0.6, 0.6, 0.3], [0.3, -0.7, -0.1], [-0.1, 0.9, 0.4], [-1.4, -1.1, 0.0], [0.0, 0.1, 0.0], [0.0, 0.0, 0.0], [0.0, 0.0, 0.0], [0.1, 0.0, 0.0], [0.1, 0.0, 0.0], [0.1, 0.0, 0.0], [0.0, 0.0, 0.0], [0.0, 0.0, 0.0], [0.0, 0.0, 0.0], [0.0, 0.0, 0.0], [0.0, 0.0, 0.0], [0.1, 0.0, 0.0], [-0.1, 0.0, -0.1], [0.2, -0.1, 0.1], [0.1, 0.0, -0.1], [0.0, -0.2, -0.1], [-0.1, -0.1, -0.1], [0.1, 0.1, 0.0], [0.1, -0.1, 0.0], [-0.1, -0.1, 0.0], [-0.2, 0.2, -0.1], [0.2, 0.0, 0.1], [0.0, 0.1, -0.2], [0.2, -0.4, 0.5], [-0.1, 0.0, -0.2], [0.1, 0.3, 0.1], [0.0, 0.0, 0.0], [0.0, 0.0, 0.1], [0.1, -0.1, 0.0], [0.0, 0.0, 0.0], [0.0, 0.0, 0.0], [0.0, 0.0, 0.0], [0.0, 0.0, 0.0], [0.0, -0.1, 0.0], [0.0, 0.1, 0.0], [0.2, -0.1, -0.1], [-0.4, -0.2, 0.2], [0.1, 0.0, -0.1], [0.1, -0.1, 0.0], [0.1, 0.0, 0.0], [0.2, 0.3, -0.1], [-0.1, 0.0, 0.0], [-0.5, 0.1, -0.2], [0.2, 0.0, 0.2], [0.3, 0.1, 0.0], [-0.6, -0.7, 0.1], [0.2, 0.4, 0.1], [0.4, -0.1, 0.1], [0.1, 0.0, 0.0], [0.0, -0.5, 0.1], [0.1, -0.1, 0.0], [0.1, 0.2, 0.1], [-0.4, -0.1, -0.3], [0.1, 0.2, 0.0], [-0.1, 0.1, -0.1], [0.0, -0.1, 0.0], [-0.1, 0.0, 0.1], [0.3, -0.2, -0.1], [0.0, -0.1, -0.5], [-0.4, 0.0, -0.1], [0.2, 0.1, -0.5], [0.0, -0.2, 1.0], [0.4, -0.3, -0.3], [1.2, -0.3, -1.0], [0.0, 0.0, 0.0], [-0.1, 0.0, 0.0], [-0.1, 0.0, 0.0], [0.0, 0.0, 0.1]],
  "charge": -2,
  "gap_ev": [4.655, 5.016],
  "multiplicity": 3,
  "homo_energy_ha": [-0.0497, -0.0631]
}